Entry from the Open Molecules 2025 dataset: a molecular structure, C58H41AsCl2N9O5S4Tl in a non-equilibrium geometry (ωB97M-V/def2-TZVPD).

The geometry in XYZ format:
```
121
C58H41AsCl2N9O5S4Tl | the Open Molecules 2025 dataset | ωB97M-V/def2-TZVPD
Tl 0.261 -0.604 0.816
O 7.975 -0.681 1.365
N 7.481 -1.644 1.921
O 8.118 -2.512 2.488
C 6.022 -1.773 1.938
C 5.491 -2.435 2.992
C 4.091 -2.652 3.097
C 3.514 -3.391 4.148
C 2.163 -3.613 4.146
C 1.394 -3.061 3.111
N 1.910 -2.337 2.141
C 3.238 -2.133 2.107
C 3.801 -1.387 1.000
N 2.948 -0.886 0.093
C 3.419 -0.260 -0.960
C 4.787 -0.117 -1.203
C 5.680 -0.597 -0.278
C 5.201 -1.230 0.887
H 6.146 -2.820 3.762
H 4.150 -3.780 4.934
H 1.681 -4.188 4.923
H 0.320 -3.212 3.061
H 2.682 0.145 -1.645
H 5.127 0.371 -2.106
H 6.740 -0.481 -0.430
O 0.994 5.360 5.549
C 0.853 4.582 4.656
S 2.196 3.928 3.688
C 1.263 2.856 2.662
C -0.157 2.876 2.873
S -1.287 2.021 2.035
S -0.722 3.947 4.144
S 2.089 1.958 1.552
Cl -0.203 0.655 5.144
C -1.154 -0.527 5.983
C -0.825 -0.827 7.293
C -1.580 -1.748 7.995
C -2.612 -2.416 7.360
C -2.915 -2.138 6.038
Cl -4.093 -3.133 5.257
C -2.239 -1.128 5.319
N -2.571 -0.738 4.019
C -3.884 -0.567 3.592
C -4.817 -0.164 4.557
C -6.147 0.011 4.248
C -6.572 -0.181 2.948
C -5.657 -0.534 1.976
C -4.298 -0.726 2.241
C -3.435 -1.069 1.049
C -2.674 -2.482 1.064
O -3.318 -3.413 0.601
O -1.478 -2.485 1.502
H 0.005 -0.317 7.762
H -1.361 -1.958 9.032
H -3.187 -3.176 7.871
H -1.879 -0.966 3.305
H -4.479 -0.004 5.573
H -6.849 0.291 5.023
H -7.613 -0.041 2.692
H -6.002 -0.667 0.958
H -2.663 -0.309 0.874
H -4.088 -1.127 0.181
C -1.218 -0.455 -3.233
C -0.152 -1.409 -2.824
N 0.061 -1.819 -1.597
C 1.060 -2.760 -1.657
C 1.465 -2.910 -2.944
N 0.696 -2.038 -3.689
C 0.826 -1.810 -5.106
N -0.363 -2.153 -5.831
N -1.005 -1.228 -6.585
N -1.985 -1.769 -7.184
C -2.040 -3.102 -6.842
C -2.912 -4.123 -7.222
C -2.690 -5.370 -6.683
C -1.631 -5.616 -5.792
C -0.757 -4.624 -5.407
C -0.983 -3.363 -5.954
H -1.460 0.184 -2.385
H -2.123 -1.000 -3.511
H -0.929 0.159 -4.086
H 1.394 -3.261 -0.763
H 2.224 -3.528 -3.393
H 1.668 -2.405 -5.463
H 1.015 -0.756 -5.320
H -3.721 -3.927 -7.912
H -3.350 -6.187 -6.941
H -1.499 -6.616 -5.402
H 0.051 -4.813 -4.713
C -3.984 3.789 -3.279
C -2.804 3.734 -4.007
C -1.617 3.365 -3.391
C -1.609 3.046 -2.039
C -2.799 3.079 -1.318
C -3.983 3.459 -1.932
As -0.007 2.515 -1.036
C 1.423 2.707 -2.342
C 1.737 1.853 -3.389
C 2.878 2.074 -4.148
C 3.737 3.116 -3.822
C 3.437 3.967 -2.770
C 2.270 3.782 -2.034
C 1.785 4.648 -0.951
C 2.428 5.781 -0.463
C 1.824 6.553 0.517
C 0.568 6.214 1.000
C -0.067 5.067 0.542
C 0.544 4.274 -0.416
H -4.906 4.085 -3.762
H -2.808 3.982 -5.061
H -0.698 3.332 -3.966
H -2.791 2.800 -0.269
H -4.902 3.491 -1.362
H 1.083 1.018 -3.612
H 3.104 1.431 -4.990
H 4.642 3.267 -4.394
H 4.111 4.778 -2.529
H 3.403 6.061 -0.840
H 2.332 7.428 0.902
H 0.088 6.838 1.745
H -1.041 4.795 0.929
```

## Properties
Kohn-Sham gap = 4.431 eV
relative energy (zero: lowest compared OMol25 entry of this formula, charge and spin) = 96.62 kJ/mol
highest occupied orbital energy = -7.1 eV
calculated total energy = -218376.2420 eV

Here are the Mulliken charges for atoms 1 to 99, given in e: 1.559 -0.586 0.950 -0.583 0.205 -0.748 1.275 -0.760 -0.981 -0.605 0.309 -0.722 -0.547 0.440 -0.588 -1.110 -0.998 0.956 0.521 0.456 0.509 0.640 0.640 0.599 0.504 -0.551 0.649 -0.075 0.160 -0.521 0.296 -0.063 0.222 0.113 0.512 -0.682 -0.507 -0.601 0.886 -0.165 -0.930 0.887 0.514 -0.376 -0.756 -0.797 -0.881 0.502 0.375 0.207 -0.790 -0.711 0.466 0.386 0.445 -0.558 0.514 0.407 0.383 0.411 -0.805 0.472 -1.095 0.498 -0.030 -0.785 -0.900 0.646 -1.299 0.906 -0.462 -0.725 0.094 -0.676 -0.509 -0.626 -0.645 1.364 -0.173 0.507 0.447 0.587 0.633 0.441 0.370 0.434 0.371 0.387 0.373 -0.536 -0.750 -0.186 0.524 -0.267 -0.697 0.745 0.167 -0.534 -0.220